No. 1
A structure of composition C39H45N2O6TeTi in a non-equilibrium geometry. Source: OMol25; level of theory: the ωB97M-V functional and the def2-TZVPD basis.

```
! wB97M-V def2-TZVPD RIJCOSX def2/J DEFGRID3
* xyz -1 1
Ti 0.759 -12.202 13.358
O -2.922 -12.006 15.379
C -2.106 -12.603 14.702
O -1.030 -12.054 14.213
C -2.420 -14.014 14.149
C -3.593 -14.566 14.934
C -4.255 -15.735 14.151
C -3.165 -16.856 14.388
C -2.147 -16.064 15.281
O -2.998 -15.211 16.055
C -1.376 -15.032 14.328
C 0.046 -14.683 14.678
O 0.581 -15.031 15.743
O 0.735 -14.045 13.788
H -2.703 -13.858 13.124
H -4.317 -13.819 15.255
H -4.443 -15.450 13.101
H -5.173 -15.906 14.702
H -2.761 -17.245 13.478
H -3.705 -17.670 15.008
H -1.547 -16.648 15.925
H -1.149 -15.541 13.356
C -3.988 -10.861 10.358
C -3.601 -11.994 11.387
C -3.042 -13.214 10.704
C -4.020 -14.080 10.102
C -3.524 -15.261 9.554
C -2.179 -15.601 9.641
C -1.204 -14.785 10.256
C 0.269 -15.146 10.431
C 1.241 -14.666 9.339
C -1.651 -13.580 10.833
N -0.759 -12.595 11.253
C -0.657 -11.520 10.575
C 0.068 -10.418 11.083
C 0.327 -9.200 10.486
C 1.096 -8.477 11.382
C 1.239 -9.291 12.536
N 0.546 -10.404 12.345
H -4.604 -10.093 10.828
H -4.597 -11.297 9.612
H -3.160 -10.277 9.820
H -4.448 -12.318 12.004
H -2.985 -11.444 12.111
H -5.061 -13.712 9.915
H -4.159 -15.844 8.850
H -1.881 -16.428 9.057
H 0.320 -16.217 10.534
H 0.492 -14.697 11.432
H 0.765 -14.752 8.325
H 2.188 -15.202 9.304
H 1.643 -13.644 9.434
H -1.210 -11.351 9.637
H 0.051 -8.894 9.393
H 1.578 -7.531 11.169
H 1.769 -9.182 13.475
C 2.369 -12.693 12.033
H 2.291 -12.234 11.029
H 2.511 -13.730 11.884
H 3.198 -12.132 12.548
C 3.064 -11.281 16.666
C 1.857 -11.888 16.042
C 0.534 -11.471 16.674
O 1.790 -11.563 14.624
H 2.932 -11.328 17.781
H 3.141 -10.156 16.621
H 4.030 -11.664 16.389
H 1.962 -12.973 16.080
H 0.312 -10.402 16.550
H 0.607 -11.559 17.695
H -0.346 -12.037 16.313
Te 4.385 -15.168 17.439
C 4.123 -16.830 16.100
C 2.853 -17.253 15.790
C 2.747 -18.257 14.857
C 3.821 -18.886 14.282
C 5.110 -18.441 14.637
C 5.259 -17.425 15.535
C 2.917 -15.760 18.763
C 1.610 -15.384 18.438
C 0.605 -15.591 19.356
C 0.900 -16.242 20.566
C 2.195 -16.584 20.876
C 3.234 -16.350 19.979
H 1.998 -16.916 16.300
H 1.794 -18.581 14.500
H 3.720 -19.673 13.546
H 6.011 -18.786 14.137
H 6.229 -17.010 15.761
H 1.315 -14.771 17.619
H -0.342 -15.224 19.131
H 0.078 -16.350 21.228
H 2.367 -17.138 21.748
H 4.255 -16.600 20.209
*
```

The calculation puts the HOMO energy at -0.1909 hartree. The orbital gap is 7.4 eV.

***

No. 2
A cluster of 2 separate species, C7H7N in total in a non-equilibrium geometry. Source: OMol25; level of theory: the ωB97M-V functional and the def2-TZVPD basis.

```
! wB97M-V def2-TZVPD RIJCOSX def2/J DEFGRID3
* xyz 0 1
C 2.340 -0.781 -0.820
C 1.219 -1.407 -1.308
C -0.059 -1.049 -0.828
N -0.178 -0.112 0.113
C 0.950 0.546 0.518
C 2.213 0.252 0.040
H 3.247 -1.037 -1.321
H 1.330 -2.179 -2.109
H -0.999 -1.473 -1.227
H 0.844 1.310 1.222
H 3.058 0.860 0.364
C -3.893 1.507 1.212
C -2.700 1.091 1.162
H -4.910 1.864 1.445
H -1.742 0.482 0.986
*
```

The calculation puts the HOMO energy at -0.3539 hartree. The orbital gap is 10.4 eV.

***

No. 3
A structure of composition C22H22CrN2O6S4. Source: OMol25; level of theory: the ωB97M-V functional and the def2-TZVPD basis.

```
! wB97M-V def2-TZVPD RIJCOSX def2/J DEFGRID3
* xyz -1 2
Cr -0.680 0.664 0.033
C 1.467 -1.556 0.441
N 1.429 -0.077 0.403
C 1.774 0.450 1.744
C 1.206 1.842 1.883
N -0.266 1.696 1.891
C -0.949 3.008 1.731
C -0.719 1.090 3.147
C -0.340 1.623 4.372
C -0.786 1.052 5.553
C -1.626 -0.057 5.490
C -2.014 -0.574 4.270
C -1.572 -0.010 3.062
S -2.084 -0.603 1.519
C 2.382 0.464 -0.568
C 3.690 -0.011 -0.600
C 4.616 0.514 -1.485
C 4.232 1.537 -2.344
C 2.937 2.016 -2.311
C 1.988 1.491 -1.425
S 0.341 2.087 -1.438
H 2.392 -1.916 0.902
H 1.374 -1.946 -0.568
H 0.614 -1.901 1.023
H 2.857 0.434 1.901
H 1.313 -0.202 2.489
H 1.479 2.454 1.023
H 1.568 2.341 2.785
H -0.701 3.666 2.569
H -2.022 2.833 1.703
H -0.638 3.465 0.793
H 0.299 2.497 4.418
H -0.487 1.468 6.506
H -1.982 -0.517 6.404
H -2.673 -1.432 4.222
H 3.991 -0.806 0.070
H 5.626 0.125 -1.505
H 4.943 1.955 -3.046
H 2.625 2.805 -2.983
O -4.261 0.056 -0.971
S -3.537 1.180 -1.483
O -4.288 2.386 -1.735
O -2.325 1.527 -0.671
C -2.825 0.715 -3.075
C -3.128 1.582 -4.117
C -2.638 1.372 -5.397
C -1.824 0.284 -5.648
C -1.509 -0.587 -4.616
C -2.001 -0.392 -3.332
S -1.483 -1.646 -2.147
O -0.556 -2.495 -2.858
O -2.641 -2.272 -1.592
O -0.690 -0.871 -1.125
H -3.757 2.432 -3.897
H -2.893 2.066 -6.189
H -1.427 0.106 -6.640
H -0.868 -1.439 -4.789
*
```

The expectation value of S² is 0.761. The calculation puts the HOMO energy (spin up / spin down) at -0.1732 / -0.1735 hartree. The orbital gap (spin up / spin down) is 6.9 / 7.1 eV.

***

No. 4
A cluster of 2 separate species, H4NO2PS in total in a non-equilibrium geometry. Source: OMol25; level of theory: the ωB97M-V functional and the def2-TZVPD basis.

```
! wB97M-V def2-TZVPD RIJCOSX def2/J DEFGRID3
* xyz 0 1
N -0.125 1.961 1.688
O 0.573 0.671 -1.174
O -1.367 -0.175 -0.116
P 0.221 -0.333 0.007
S 0.584 -2.247 -0.994
H 0.664 1.897 2.229
H 1.371 0.305 -1.691
H -1.455 0.627 0.399
H -0.468 -2.705 -0.348
*
```

The calculation puts the HOMO energy (spin up / spin down) at -0.3262 / -0.3258 hartree. The orbital gap (spin up / spin down) is 7.2 / 7.2 eV.

***

No. 5
A structure of composition C16H26B2MoN6O2 in a non-equilibrium geometry. Source: OMol25; level of theory: the ωB97M-V functional and the def2-TZVPD basis.

```
! wB97M-V def2-TZVPD RIJCOSX def2/J DEFGRID3
* xyz 2 3
H -0.094 2.519 -0.352
N -0.459 1.105 -1.915
B -0.838 -0.072 -4.198
N -0.476 1.199 -3.328
C -0.205 2.485 -3.654
Mo -0.881 -0.724 -1.200
H -0.122 2.793 -4.693
C 0.014 3.225 -2.485
H 0.308 4.262 -2.405
C -0.157 2.348 -1.415
H -0.751 0.198 -5.353
C -1.678 -1.340 1.724
H -2.188 -2.009 2.405
H -0.631 -1.706 1.377
H -2.225 -1.485 0.641
N -2.334 -0.446 -3.893
N 0.150 -1.263 -3.867
N -2.607 -0.666 -2.523
N 0.250 -1.695 -2.520
C -3.504 -0.497 -4.562
C 1.095 -1.934 -4.578
H -3.564 -0.312 -5.620
H 1.272 -1.703 -5.654
C -4.526 -0.815 -3.685
C 1.799 -2.822 -3.721
C -3.927 -0.920 -2.424
C 1.256 -2.633 -2.441
H -5.567 -0.982 -3.874
H 2.614 -3.510 -3.950
H -4.409 -1.186 -1.484
H 1.497 -3.099 -1.480
H -1.822 -0.535 2.520
C 1.493 -1.304 4.243
C 1.066 0.192 4.182
C 1.044 0.851 5.549
O -0.375 0.176 3.980
B -0.510 0.134 2.649
O 0.549 0.609 1.916
C 1.601 0.959 2.883
C 1.722 2.460 3.117
C 2.996 0.500 2.534
H 2.446 -1.456 4.770
H 1.553 -1.789 3.255
H 0.703 -1.853 4.776
H 0.317 0.274 6.147
H 2.013 0.882 6.061
H 0.598 1.858 5.470
H 2.407 2.621 3.962
H 2.181 2.984 2.264
H 0.771 2.950 3.346
H 3.056 -0.567 2.313
H 3.519 1.042 1.736
H 3.561 0.701 3.456
*
```

The expectation value of S² is 2.015. The calculation puts the HOMO energy (spin up / spin down) at -0.4949 / -0.4744 hartree. The orbital gap (spin up / spin down) is 6.1 / 5.6 eV.

***

No. 6
The ion C3H4NS with charge +1 in a non-equilibrium geometry. Source: OMol25; level of theory: the ωB97M-V functional and the def2-TZVPD basis.

```
! wB97M-V def2-TZVPD RIJCOSX def2/J DEFGRID3
* xyz 1 1
C -0.356 -0.836 0.766
C -0.484 0.425 0.196
C 0.180 1.119 -0.808
N 0.610 -1.475 0.253
S -1.304 1.883 0.017
H -1.094 -1.032 1.474
H 1.112 1.500 -0.672
H 0.204 0.672 -1.769
H 1.133 -2.258 0.543
*
```

The calculation puts the HOMO energy (spin up / spin down) at -0.5782 / -0.5782 hartree. The orbital gap (spin up / spin down) is 8.3 / 8.3 eV.

***

Number 1: energy -3191.68613 Eh. Number 2: energy -325.58071 Eh. Number 3: energy -4049.86802 Eh. Number 4: energy -947.04778 Eh. Number 5: energy -1221.56879 Eh. Number 6: energy -569.25040 Eh.